The following is a quantum chemistry calculation of the molecule C4H12N2O at a distorted geometry, from OMol25.

Last columns: bonded neighbours and bond lengths (Å).
Cartesian coordinates (Å):
1 N -1.141 0.879 2.047  C2 1.478, H9 1.011, H10 1.014
2 C -1.512 1.042 0.626  N1 1.478, C3 1.551, H11 1.089, H12 1.095
3 C -0.315 1.390 -0.296  C2 1.551, N4 1.425, H13 1.099, H14 1.081
4 N 0.778 0.476 -0.269  C3 1.425, C5 1.434, H15 1.004
5 C 0.929 -0.557 -1.253  N4 1.434, C6 1.560, H16 1.093, H17 1.087
6 C 0.981 -2.008 -0.684  C5 1.560, O7 1.455, H18 1.089, H19 1.080
7 O 0.431 -2.034 0.663  C6 1.455, H8 0.972
8 H 0.128 -1.114 0.745  O7 0.972
9 H -0.292 1.397 2.224  N1 1.011
10 H -0.852 -0.084 2.182  N1 1.014
11 H -2.267 1.819 0.515  C2 1.089
12 H -1.909 0.068 0.319  C2 1.095
13 H -0.770 1.477 -1.293  C3 1.099
14 H -0.019 2.365 0.065  C3 1.081
15 H 1.656 0.877 0.006  N4 1.004
16 H 0.017 -0.545 -1.856  C5 1.093
17 H 1.809 -0.452 -1.882  C5 1.087
18 H 1.989 -2.388 -0.527  C6 1.089
19 H 0.360 -2.609 -1.331  C6 1.080

Properties
- SMILES: NCCNCCO
- ΔE to the lowest compared entry with this formula, charge and spin: 183.5 kJ/mol
- Molar mass: 104.15 g/mol
- Orbital gap: 10.009 eV
- E: -344.315115 hartree

=====

The following is a quantum chemistry calculation of a cluster of 2 separate species, C19H38F4NO9PS in total at a distorted geometry, from OMol25.

Last columns: bonded neighbours and bond lengths (Å).
Cartesian coordinates (Å):
1 C 1.284 0.583 1.791  C2 1.509, H25 1.086, H26 1.090, H27 1.089
2 C 1.234 -0.419 0.665  C1 1.509, O3 1.196, O4 1.353
3 O 2.072 -1.266 0.568  C2 1.196
4 O 0.216 -0.419 -0.226  C2 1.353, C5 1.444
5 C -0.369 0.881 -0.457  O4 1.444, C6 1.532, H28 1.087, H29 1.092
6 C -1.374 0.809 -1.611  C5 1.532, C7 1.537, H30 1.092, H31 1.089
7 C -1.141 1.880 -2.689  C6 1.537, C8 1.542, H32 1.091, H33 1.090
8 C -2.090 3.089 -2.570  C7 1.542, C9 1.540, H34 1.091, H35 1.093
9 C -1.938 3.860 -1.245  C8 1.540, C10 1.538, H36 1.092, H37 1.090
10 C -0.950 5.037 -1.317  C9 1.538, C11 1.545, H38 1.090, H39 1.095
11 C 0.528 4.618 -1.155  C10 1.545, C12 1.532, H40 1.093, H41 1.087
12 C 1.355 4.916 -2.410  C11 1.532, N13 1.470, H42 1.093, H43 1.088
13 N 2.723 4.376 -2.438  C12 1.470, C14 1.474, S21 1.629
14 C 3.562 4.679 -1.265  N13 1.474, C15 1.531, H44 1.090, H45 1.088
15 C 3.528 3.669 -0.115  C14 1.531, O16 1.414, C17 1.548, H46 1.087
16 O 4.658 2.833 -0.269  C15 1.414, H47 0.964
17 C 3.643 4.369 1.261  C15 1.548, F18 1.335, F19 1.352, F20 1.336
18 F 4.246 3.575 2.148  C17 1.335
19 F 2.400 4.599 1.741  C17 1.352
20 F 4.308 5.527 1.221  C17 1.336
21 S 2.822 2.859 -3.024  N13 1.629, O22 1.427, O23 1.422, F24 1.541
22 O 2.370 1.855 -2.116  S21 1.427
23 O 2.191 2.841 -4.298  S21 1.422
24 F 4.342 2.759 -3.258  S21 1.541
25 H 2.273 0.527 2.236  C1 1.086
26 H 0.546 0.328 2.551  C1 1.090
27 H 1.125 1.609 1.462  C1 1.089
28 H 0.445 1.555 -0.712  C5 1.087
29 H -0.872 1.227 0.449  C5 1.092
30 H -2.377 0.962 -1.208  C6 1.092
31 H -1.320 -0.197 -2.023  C6 1.089
32 H -1.272 1.433 -3.675  C7 1.091
33 H -0.126 2.277 -2.663  C7 1.090
34 H -1.912 3.746 -3.423  C8 1.091
35 H -3.104 2.687 -2.633  C8 1.093
36 H -2.923 4.273 -1.021  C9 1.092
37 H -1.632 3.210 -0.425  C9 1.090
38 H -1.225 5.761 -0.550  C10 1.090
39 H -1.062 5.562 -2.270  C10 1.095
40 H 0.932 5.237 -0.350  C11 1.093
41 H 0.616 3.584 -0.831  C11 1.087
42 H 1.455 6.002 -2.476  C12 1.093
43 H 0.783 4.627 -3.289  C12 1.088
44 H 4.599 4.736 -1.598  C14 1.090
45 H 3.308 5.685 -0.937  C14 1.088
46 H 2.614 3.082 -0.064  C15 1.087
47 H 4.441 1.957 0.071  O16 0.964
48 O -0.413 -4.029 2.715  P49 1.476
49 P -1.214 -4.819 1.761  O48 1.476, O50 1.602, O53 1.639, O56 1.605
50 O -1.925 -3.832 0.719  P49 1.602, C51 1.439
51 C -1.111 -3.048 -0.172  O50 1.439, C52 1.516, H59 1.087, H60 1.088
52 C -0.699 -3.844 -1.395  C51 1.516, H61 1.091, H62 1.090, H63 1.091
53 O -2.511 -5.275 2.652  P49 1.639, C54 1.428
54 C -2.426 -5.374 4.074  O53 1.428, C55 1.513, H64 1.090, H65 1.094
55 C -3.167 -4.227 4.726  C54 1.513, H66 1.090, H67 1.091, H68 1.091
56 O -1.250 -6.144 0.855  P49 1.605, C57 1.445
57 C -1.034 -7.423 1.492  O56 1.445, C58 1.510, H69 1.092, H70 1.090
58 C -2.291 -8.249 1.357  C57 1.510, H71 1.089, H72 1.090, H73 1.090
59 H -0.237 -2.670 0.353  C51 1.087
60 H -1.713 -2.194 -0.474  C51 1.088
61 H -0.023 -4.657 -1.123  C52 1.091
62 H -0.191 -3.200 -2.115  C52 1.090
63 H -1.572 -4.294 -1.869  C52 1.091
64 H -1.388 -5.403 4.406  C54 1.090
65 H -2.887 -6.325 4.356  C54 1.094
66 H -2.757 -3.271 4.403  C55 1.090
67 H -3.104 -4.290 5.814  C55 1.091
68 H -4.218 -4.244 4.435  C55 1.091
69 H -0.756 -7.301 2.541  C57 1.092
70 H -0.204 -7.910 0.980  C57 1.090
71 H -3.119 -7.780 1.889  C58 1.089
72 H -2.138 -9.251 1.759  C58 1.090
73 H -2.584 -8.327 0.310  C58 1.090

Properties
- SMILES: CC(=O)OCCCCCCCCN(C[C@@H](O)C(F)(F)F)S(=O)(=O)F.CCOP(=O)(OCC)OCC
- Molar mass: 563.54 g/mol
- Orbital gap: 10.668 eV
- E: -2617.758113 hartree

=====

Results for HOMO level: -9.0740, -10.1219 (in eV, following the order of the records).